# 1
The following is a DFT calculation (ωB97M-V/def2-TZVPD) of a structure of composition C44H123AlF2N11O20S2 at a distorted geometry.

Computed properties:
Net charge: +1
HOMO level in eV: -10.25
Max |F| in eV/A: 9.63
HOMO-LUMO gap in eV: 1.48
Electronic energy in Eh: -5094.9477

XYZ file:
```
203
Properties=species:S:1:pos:R:3:forces:R:3:lowdin_charge:R:1
Al 1.7160 3.2635 3.6632 -0.6 -1.5 -2.2 1.336
N 4.1934 4.7227 3.5160 -0.9 2.3 -1.6 -0.309
S 5.6791 4.6916 3.9507 7.4 -3.1 5.3 0.400
O 6.2736 5.7595 4.7580 -1.7 -0.7 -2.3 -0.243
O 6.5379 3.9979 3.0118 -1.0 0.9 0.3 -0.268
F 5.5856 3.6251 5.1156 -1.1 -1.0 0.2 -0.196
S 4.5685 6.0188 2.4900 -3.6 6.5 -3.9 0.566
O 5.2782 5.7998 1.2534 0.1 -1.1 1.7 -0.246
O 4.6847 7.3945 3.0379 0.0 -4.0 -0.1 -0.257
F 3.0745 6.1316 1.8689 -0.4 -0.7 0.6 -0.240
N -0.1839 1.3461 0.4171 2.8 1.3 2.0 -0.631
O 0.1840 2.2808 1.1605 -0.4 1.5 1.1 -0.050
O -0.6369 1.5633 -0.6325 -3.0 1.9 -5.1 0.069
O 0.1017 0.2231 0.7024 0.8 -4.3 2.1 0.022
C -1.0102 -5.1148 -4.7451 0.1 -0.3 -0.3 -0.042
C -0.1478 -4.5650 -3.6125 0.0 -0.7 0.2 -0.388
C 0.9450 -5.5984 -3.2186 0.4 -0.3 -0.6 -0.188
O 0.4967 -6.8476 -2.6834 -1.1 1.3 0.3 -0.219
C 1.5335 -7.7420 -2.3104 -1.3 0.4 -0.2 -0.088
N 0.4217 -3.2587 -3.9448 -0.7 -0.5 -1.1 0.073
H -1.5098 -6.0108 -4.3769 0.0 -0.1 -0.1 0.082
H -0.3992 -5.3781 -5.6085 0.2 -0.2 0.1 0.087
H -1.7718 -4.4498 -5.1523 0.0 0.3 0.5 0.061
H -0.8386 -4.3532 -2.7965 0.0 -0.6 0.6 0.103
H 1.6744 -5.1014 -2.5792 0.1 0.0 0.6 0.096
H 1.5149 -5.9067 -4.0952 0.1 0.6 -0.6 0.127
H 2.0024 -8.1305 -3.2144 0.6 0.1 0.1 0.092
H 0.9885 -8.5647 -1.8476 0.3 -0.1 0.2 0.091
H 2.1714 -7.2272 -1.5920 0.5 -0.4 -0.1 0.087
H 0.8460 -2.7357 -3.1921 0.6 -0.4 0.7 0.013
H -0.4260 -2.7411 -4.1279 -0.1 0.4 -0.4 0.028
C 3.6877 -2.9936 -1.6458 0.8 0.3 0.3 -0.044
C 2.8429 -1.7717 -1.3084 1.0 -0.4 -1.1 -0.388
C 3.2994 -0.5539 -2.1734 0.0 -0.9 0.7 -0.175
O 4.6441 -0.1819 -1.7819 -1.0 0.2 -1.3 -0.213
C 5.2453 0.8337 -2.6370 -0.5 -0.6 0.8 -0.070
N 1.4471 -2.1887 -1.5734 1.1 1.7 0.7 0.078
H 3.4940 -3.2698 -2.6822 -0.1 -0.2 0.0 0.087
H 3.5072 -3.8322 -0.9733 -0.4 -0.1 -0.1 0.065
H 4.7583 -2.8062 -1.5627 0.0 0.2 0.0 0.083
H 2.9326 -1.4729 -0.2640 0.3 0.0 0.3 0.106
H 2.5609 0.2364 -2.0384 0.1 0.6 0.2 0.111
H 3.2026 -0.8452 -3.2193 0.5 0.0 -0.3 0.118
H 5.2946 0.5854 -3.6972 0.0 -0.6 0.0 0.087
H 6.2508 0.9652 -2.2373 -0.1 0.2 -0.1 0.095
H 4.6528 1.7473 -2.5891 0.1 0.3 0.3 0.069
H 1.3318 -2.9352 -0.9030 -0.4 -0.4 0.1 0.049
H 0.9618 -1.4137 -1.1444 -1.1 0.2 -0.1 0.068
C -1.7646 -0.5482 4.4934 0.5 0.4 0.7 -0.014
C -0.8333 0.6899 4.5432 -0.5 0.1 -0.1 -0.380
C -0.4011 0.9814 6.0129 0.1 -0.2 -0.9 -0.161
O 0.3779 2.1744 6.1576 0.8 -0.3 -0.4 -0.300
C 0.7812 2.4598 7.5181 -1.0 0.4 -0.2 -0.059
N 0.2830 0.4993 3.6389 0.4 0.3 1.0 0.114
H -1.1795 -1.4646 4.5696 0.0 0.1 -0.3 0.052
H -2.3601 -0.5332 3.5806 0.0 -0.1 0.1 0.072
H -2.4012 -0.5317 5.3781 -0.4 0.0 -0.1 0.090
H -1.3929 1.5240 4.1199 -0.1 0.2 0.4 0.115
H 0.1503 0.1192 6.3880 0.2 -0.1 0.1 0.139
H -1.3140 1.0739 6.6013 -0.1 0.1 0.1 0.126
H 1.6754 1.9971 7.9355 0.2 -0.4 -0.7 0.097
H -0.0609 2.1719 8.1474 0.0 0.2 0.3 0.095
H 0.9033 3.5426 7.5472 0.1 0.0 0.2 0.092
H 0.0075 0.1152 2.7463 -0.5 1.0 -0.9 0.050
H 0.7921 -0.3206 3.9368 1.0 -0.3 0.8 0.040
C -2.4671 5.8614 1.1617 -0.3 0.3 -0.2 -0.050
C -1.6132 5.5828 2.3712 0.8 -3.0 -1.1 -0.330
C -2.0926 4.2313 3.0433 0.7 1.4 1.1 -0.144
O -1.2187 3.9398 4.1501 0.0 -0.4 0.1 -0.304
C -1.8502 4.0665 5.4422 0.7 0.6 -0.7 -0.053
N -0.2933 5.2533 1.7745 0.5 1.1 0.9 0.145
H -1.9309 6.5867 0.5496 -0.6 0.6 0.1 0.096
H -3.4574 6.1615 1.5043 -0.1 0.2 -0.5 0.100
H -2.4913 5.0160 0.4741 -0.4 -0.3 0.4 0.074
H -1.5525 6.4357 3.0472 0.1 -0.4 0.2 0.155
H -2.0716 3.3529 2.3983 0.1 0.4 -0.5 0.117
H -3.1058 4.4187 3.3990 -0.1 -0.2 0.1 0.130
H -2.3216 5.0492 5.4449 -0.5 -0.2 0.3 0.101
H -1.0764 4.0796 6.2098 -0.1 -0.2 -0.2 0.078
H -2.5181 3.2179 5.5905 -0.3 0.2 0.1 0.100
H -0.4027 4.9271 0.8249 -0.2 -1.0 -0.3 0.046
H 0.1788 6.1303 1.6063 0.8 0.3 0.5 0.100
C 0.0196 -0.1037 -7.9758 0.3 0.6 0.8 -0.048
C 0.6378 -0.8762 -6.8110 1.8 1.1 -1.4 -0.443
C 0.9951 0.0331 -5.6048 -1.4 0.3 0.7 -0.197
O 1.8715 1.0861 -5.9057 0.6 0.1 -0.6 -0.158
C 2.3753 1.9271 -4.8852 0.0 0.3 -0.2 -0.088
N -0.0926 -2.0705 -6.5433 0.1 0.0 0.9 0.083
H -0.1837 -0.7254 -8.8478 -0.1 -0.1 0.3 0.081
H 0.6893 0.7052 -8.2677 0.0 0.0 -0.1 0.075
H -0.8672 0.3763 -7.5618 -0.5 0.0 -0.5 0.073
H 1.6343 -1.1685 -7.1421 0.2 -0.4 -0.3 0.138
H 1.3376 -0.5782 -4.7699 0.4 -0.3 0.1 0.101
H 0.0667 0.4877 -5.2592 -0.6 0.1 0.3 0.114
H 1.6734 2.2831 -4.1311 -0.7 -0.4 0.0 0.081
H 2.6970 2.8492 -5.3692 0.1 -0.2 -0.2 0.078
H 3.2306 1.5191 -4.3466 0.0 -0.4 -0.1 0.052
H -0.9580 -1.8986 -6.0517 -0.6 0.4 -0.3 0.040
H 0.4286 -2.5288 -5.8096 0.4 -1.0 -0.1 0.030
C 5.2009 0.1577 1.4532 0.9 0.8 -0.4 -0.022
C 4.3564 1.3949 1.7961 0.4 -0.4 0.7 -0.404
C 4.0315 2.2746 0.6238 -0.3 -0.4 0.2 -0.157
O 2.9883 3.2216 0.9294 1.3 0.2 0.5 -0.263
C 2.6753 3.9857 -0.2303 -0.7 -0.1 0.1 -0.083
N 3.1258 0.9041 2.3985 0.0 0.8 0.3 0.102
H 5.3318 -0.3968 2.3824 -0.3 -0.5 -0.2 0.082
H 6.2278 0.4306 1.2097 0.1 0.3 -0.1 0.098
H 4.8552 -0.3999 0.5827 -0.3 -0.2 0.3 0.067
H 4.8904 1.8584 2.6256 0.2 0.8 -0.3 0.127
H 3.6182 1.6299 -0.1518 0.0 -0.3 -0.3 0.113
H 4.9937 2.6332 0.2581 -0.2 0.9 -0.1 0.153
H 1.8435 4.6556 -0.0125 0.0 -0.2 0.2 0.073
H 2.3385 3.2454 -0.9558 0.0 0.2 -0.6 0.090
H 3.4820 4.6204 -0.5972 0.3 -0.3 0.1 0.098
H 3.4687 0.1386 2.9610 -0.6 -0.2 0.7 0.070
H 2.6001 0.4943 1.6396 -1.0 0.0 0.0 0.069
C -7.2177 -0.3789 -1.6200 0.1 -0.8 1.0 -0.073
C -6.6551 0.9256 -1.0656 -1.1 -0.5 -1.8 -0.406
C -5.1260 0.9319 -0.8950 -1.1 0.5 -0.6 -0.232
O -4.8556 0.1504 0.2006 2.6 -0.9 2.5 -0.179
C -3.4263 0.2859 0.5502 -0.9 -0.4 -0.5 -0.060
N -7.1654 1.9660 -1.9374 0.0 2.2 -0.5 0.016
H -6.9835 -1.1181 -0.8540 -0.1 -0.7 -0.4 0.070
H -6.9166 -0.6745 -2.6250 0.8 0.1 0.1 0.076
H -8.3000 -0.3166 -1.7342 -0.1 0.1 0.5 0.075
H -7.1274 1.0447 -0.0905 0.3 0.3 0.1 0.143
H -4.7504 1.9395 -0.7165 -0.1 0.4 -0.3 0.120
H -4.6230 0.4886 -1.7544 0.0 0.2 -0.6 0.111
H -3.0807 -0.3102 1.3948 -0.9 -0.4 0.1 0.066
H -3.1600 1.3098 0.8124 -0.3 0.4 -0.2 0.075
H -2.8036 -0.0406 -0.2828 -0.1 0.2 -0.2 0.056
H -7.0453 1.8795 -2.9365 1.2 -0.6 -0.1 0.068
H -8.1711 2.0512 -1.9748 -0.3 -0.1 1.1 0.069
C 3.1374 -3.2663 2.1697 0.2 -0.7 -1.2 -0.036
C 1.8422 -2.5210 2.3723 0.7 0.1 0.4 -0.437
C 0.5875 -3.2947 2.0060 0.8 -0.1 -1.1 -0.156
O 0.8662 -3.9012 0.7374 -1.4 -1.0 -0.4 -0.227
C -0.2430 -4.6554 0.1145 0.8 0.1 0.8 -0.022
N 1.7388 -2.1106 3.7593 -0.5 0.2 0.9 0.048
H 3.1222 -3.6680 1.1565 0.4 0.3 -0.2 0.059
H 3.3242 -4.1616 2.7626 -0.4 0.2 0.6 0.096
H 3.9760 -2.5795 2.2846 0.1 -0.1 0.0 0.073
H 1.9460 -1.6023 1.7950 -0.5 0.0 -0.4 0.100
H -0.2489 -2.6018 1.9135 -0.3 -0.1 0.2 0.119
H 0.4215 -4.0520 2.7722 -0.4 -0.1 0.1 0.129
H -0.5781 -5.5197 0.6880 0.1 0.2 0.7 0.093
H 0.1214 -5.1491 -0.7864 0.2 0.6 -0.2 0.067
H -1.1099 -4.0193 -0.0641 0.1 0.2 -0.2 0.076
H 1.6455 -2.9657 4.2886 -0.3 -0.2 0.5 0.086
H 2.6377 -1.7722 4.0717 0.3 0.2 0.0 0.079
C -1.1425 -5.6221 7.2776 -0.2 -2.7 0.0 -0.083
C -1.1383 -4.7295 6.0948 -1.0 0.5 1.5 -0.450
C -2.2731 -4.9371 5.0782 1.6 -0.5 0.6 -0.188
O -2.0380 -3.9732 4.0903 0.8 -0.1 0.7 -0.238
C -2.8415 -4.1077 2.9694 -0.1 0.4 0.0 -0.101
N -1.2247 -3.3919 6.6602 0.9 1.2 -1.4 0.045
H -2.0859 -5.7083 7.8167 -0.2 0.6 0.0 0.086
H -0.3324 -5.4696 7.9907 -0.1 0.4 -0.2 0.087
H -1.0189 -6.6335 6.8904 0.2 -0.4 0.2 0.078
H -0.1679 -4.8384 5.6104 0.0 0.2 -0.3 0.136
H -3.2495 -4.8179 5.5480 -0.2 0.0 0.1 0.136
H -2.1541 -5.9435 4.6770 -0.4 -0.2 -0.3 0.132
H -3.8699 -3.9988 3.3140 -0.4 0.2 -0.6 0.101
H -2.7129 -5.0697 2.4733 0.0 -0.1 -0.1 0.094
H -2.4744 -3.2957 2.3418 -0.7 -0.1 -0.5 0.068
H -2.1250 -3.1907 7.0714 -0.3 -0.4 0.2 0.080
H -1.2432 -2.8870 5.7857 0.0 1.1 0.2 0.012
C -4.0711 -3.0226 -0.7036 -0.4 -1.5 0.5 -0.061
C -3.7389 -4.2827 -1.5109 0.8 1.2 -0.9 -0.333
O -3.7240 -5.4221 -0.7047 -0.3 -0.4 1.0 -0.060
H -4.0967 -2.0959 -1.2769 0.1 -0.2 0.0 0.056
H -3.3499 -3.0238 0.1137 0.2 0.6 0.0 0.051
H -5.0338 -3.1946 -0.2223 -0.2 0.3 0.0 0.083
H -2.7320 -4.1325 -1.9002 0.2 0.1 -0.4 0.076
H -4.3912 -4.3993 -2.3763 -0.3 0.0 0.0 0.115
H -3.1567 -6.0946 -1.0886 0.0 0.0 -0.2 0.089
C -1.8283 -0.7150 -2.9093 -0.4 0.7 -0.2 -0.077
C -2.8196 -0.8570 -4.0602 0.9 -1.2 0.4 -0.269
O -2.5397 -2.0836 -4.7310 -0.1 -0.3 -0.2 -0.118
H -1.9821 -1.4323 -2.1032 -0.4 0.1 0.0 0.065
H -2.0052 0.3096 -2.5825 0.3 0.0 0.6 0.063
H -0.7666 -0.8027 -3.1404 -0.1 0.1 -0.6 0.055
H -2.7334 -0.0548 -4.7930 -0.2 0.4 0.3 0.116
H -3.8231 -0.9741 -3.6511 -0.2 0.6 0.0 0.101
H -3.2794 -2.2232 -5.3268 0.0 -0.4 -0.3 0.099
C 2.3290 6.9383 -3.8023 -0.3 -0.7 0.8 -0.068
C 2.0176 5.4885 -4.2476 -0.4 1.3 0.0 -0.329
O 1.1326 5.5222 -5.3367 -0.7 -0.3 -0.8 -0.085
H 1.4233 7.3808 -3.3876 -0.3 0.0 -0.4 0.064
H 2.6867 7.6120 -4.5809 0.2 -0.3 0.0 0.077
H 2.9720 6.9300 -2.9222 0.6 0.0 -0.2 0.064
H 1.4020 5.0248 -3.4768 0.4 -0.2 0.4 0.091
H 2.8857 4.8728 -4.4829 0.2 0.1 0.3 0.097
H 1.5887 5.5757 -6.1798 0.2 0.1 0.1 0.090
C -1.8637 5.4727 -3.2315 0.7 -0.8 1.0 -0.040
C -1.5898 4.0991 -2.4843 -1.3 1.4 -1.4 -0.282
O -1.0301 4.3138 -1.2102 0.8 0.5 0.2 -0.128
H -2.2201 5.4310 -4.2608 0.0 -0.6 0.1 0.075
H -0.8940 5.9689 -3.2716 0.0 0.1 -0.1 0.048
H -2.5330 6.1370 -2.6848 -0.1 -0.2 0.2 0.065
H -0.9142 3.4973 -3.0921 0.0 0.0 -0.2 0.103
H -2.4878 3.5217 -2.2647 -0.4 0.0 -0.7 0.104
H -0.7432 3.4135 -1.0401 0.4 -0.4 1.0 0.020
```
Positions in Å, forces in eV/Å.

=====

# 2
The following is a DFT calculation (ωB97M-V/def2-TZVPD) of an isolated molecule of C2H5OP at a distorted geometry.

Computed properties:
Energy above the lowest of the compared OMol25 structures with the same formula, charge and spin in kJ/mol: 364.6
HOMO level (spin up / spin down) in eV: -7.85 / -8.53
Max |F| in eV/A: 4.16
HOMO-LUMO gap (spin up / spin down) in eV: 6.66 / 7.98
Electronic energy in Eh: -495.6416

XYZ file:
```
9
Properties=species:S:1:pos:R:3:forces:R:3:lowdin_charge:R:1
C -0.8250 1.0052 -0.0392 1.5 -1.6 -1.2 0.041
C -0.1605 -0.1840 0.3952 1.7 0.3 2.6 -0.778
O -0.7430 -1.3555 -0.0632 2.4 -3.2 -0.4 -0.137
P 1.9111 0.0965 0.0566 -2.1 0.2 0.1 0.742
H -1.1005 1.0047 -1.0675 -0.5 0.4 -0.6 0.055
H -0.8970 1.8303 0.5969 -0.1 1.2 0.6 0.037
H -0.0605 -0.0785 1.5364 -0.2 -0.8 -1.3 0.089
H -0.0412 -2.1783 -0.0754 -2.5 3.4 0.2 0.171
H 1.9165 -0.1404 -1.3397 -0.2 0.1 -0.1 -0.220
```
Positions in Å, forces in eV/Å.

=====

# 3
The following is a DFT calculation (ωB97M-V/def2-TZVPD) of a structure of composition C4H12F4HfO4 at a distorted geometry.

Computed properties:
Net charge: -1
HOMO level (spin up / spin down) in eV: -0.09 / -6.46
<S²>: 0.7515
Max |F| in eV/A: 3.27
Multiplicity: 2
HOMO-LUMO gap (spin up / spin down) in eV: 3.38 / 9.68
Electronic energy in Eh: -908.1481

XYZ file:
```
25
Properties=species:S:1:pos:R:3:forces:R:3:lowdin_charge:R:1
Hf 0.1548 -0.0068 0.0953 -0.1 -0.2 0.1 1.783
F -1.7314 0.5989 -1.1355 1.9 -0.3 1.4 -0.604
F 1.2895 0.3322 2.1062 -0.8 -0.4 -2.1 -0.618
F -0.9884 -1.9015 0.8982 1.1 1.9 -0.7 -0.597
F 1.9147 0.7784 -1.2723 -1.7 -0.5 1.4 -0.619
C -1.3920 2.2914 2.0350 -2.1 -0.3 0.1 -0.213
C -0.9635 3.1252 0.8840 2.0 1.5 -2.1 -0.223
O 0.1648 2.5278 0.2219 -0.2 -1.1 0.2 -0.171
O -1.3133 0.8929 1.7737 0.9 0.3 -0.4 -0.182
H -2.4754 2.3880 2.1057 -0.2 0.9 0.3 0.120
H -0.9698 2.6609 2.9696 0.6 -0.7 0.0 0.125
H -0.5289 4.0966 1.1198 -0.4 0.2 1.3 0.114
H -1.6729 3.4456 0.1209 -0.8 -1.0 0.1 0.117
H 0.4851 3.0918 -0.4858 0.1 0.0 -0.3 0.093
H -1.8517 0.4250 2.4161 0.1 -0.5 0.0 0.106
C 0.3325 -2.6656 -1.8389 -2.2 0.8 0.6 -0.269
C 1.4405 -2.8515 -0.8524 2.3 -0.5 -0.6 -0.226
O 1.8912 -1.7418 -0.0195 -1.9 -1.1 -0.5 -0.174
O 0.0506 -1.2963 -2.0928 0.6 0.0 0.2 -0.181
H -0.5962 -3.0770 -1.4435 0.0 -0.3 0.2 0.105
H 0.4840 -3.1078 -2.8236 0.7 -0.6 0.1 0.111
H 2.3063 -3.0649 -1.4793 0.4 0.0 -0.1 0.104
H 1.3071 -3.7918 -0.3176 -0.4 0.3 0.6 0.116
H 2.8433 -1.8498 0.0393 0.3 0.5 0.2 0.094
H -0.1810 -1.3001 -3.0244 -0.3 1.0 -0.3 0.088
```
Positions in Å, forces in eV/Å.

=====

Q: Which of these has the highest electronic energy?
A: C2H5OP

=====

Q: Look up the max |F| of the first one.
A: 9.63 eV/A

=====

Q: The highest electronic energy belongs to which entry?
A: C2H5OP

=====

Q: Which of these has the lowest max |F|?
A: C4H12F4HfO4